DFT (ωB97M-V/def2-TZVPD) results for C4H7NO2 as an isolated structure.

Each line ends with the Mulliken charge.
CARTESIAN COORDINATES (ANGSTROEM)
O: 0.37 -0.25 -0.72  -0.1587
O: -1.40 1.46 2.07  -0.6014
N: -2.12 0.00 0.47  -0.4020
C: -1.15 0.65 1.18  0.6105
C: 1.31 -1.34 -0.76  -0.6018
C: 0.84 1.03 -0.20  -0.2582
C: 0.27 0.33 0.96  -0.3165
H: 2.33 -0.97 -0.61  0.3111
H: 0.32 1.84 -0.73  0.1891
H: -3.06 0.33 0.61  0.2522
H: -1.89 -0.42 -0.41  0.2295
H: 1.05 -2.04 0.03  0.2815
H: 1.22 -1.80 -1.75  0.2312
H: 1.93 1.14 -0.28  0.2334

Calculated values
Energy, a.u.: -361.71343
Energy relative to the best compared isomer or geometry (same formula, charge and spin), kJ/mol: 439.6
Charge: 0
Molar mass, g/mol: 101.105

***

DFT (ωB97M-V/def2-TZVPD) results for one molecule with the formula CHCl2NO3 in a non-equilibrium geometry.

Each line ends with the Mulliken charge.
CARTESIAN COORDINATES (ANGSTROEM)
Cl: 2.17 1.18 -0.33  -0.1597
Cl: 1.29 -0.58 1.75  -0.1207
O: -1.24 -1.17 -0.50  -0.5430
O: -0.30 0.65 0.12  -0.2803
O: -2.39 0.60 -0.39  -0.5339
N: -1.46 -0.06 -0.30  1.1781
C: 0.89 0.04 0.20  0.1562
H: 1.05 -0.66 -0.56  0.3033

Calculated values
Energy, a.u.: -1239.40380
Energy relative to the best compared isomer or geometry (same formula, charge and spin), kJ/mol: 14.3
Charge: 0
Molar mass, g/mol: 145.929

***

DFT (ωB97M-V/def2-TZVPD) results for C11H12O2 as an isolated structure in a non-equilibrium geometry.

Each line ends with the Mulliken charge.
CARTESIAN COORDINATES (ANGSTROEM)
O: -2.29 1.45 -0.01  -0.3789
O: -3.66 0.57 -1.36  -0.5705
C: -0.83 1.16 0.44  -0.3048
C: -2.55 0.70 -1.06  0.3037
C: -1.34 0.16 -1.67  0.0481
C: -0.27 0.49 -0.75  1.0285
C: -0.68 0.50 1.78  -0.6908
C: 1.73 -0.61 2.34  -0.9035
C: 0.96 -0.16 -0.94  -0.2368
C: 0.76 0.60 2.22  -0.5829
C: 1.25 -0.92 -2.06  -0.6929
C: -1.04 -0.83 -2.69  -0.3717
C: 0.26 -1.29 -2.88  -0.3115
H: 2.28 -1.41 -2.20  0.3037
H: -2.04 -1.12 -3.27  0.2594
H: -1.23 1.18 2.31  0.2972
H: 1.71 -1.07 3.63  0.2724
H: 0.57 -1.67 -3.99  0.2258
H: 1.28 1.44 1.40  0.2483
H: -0.61 2.17 0.77  0.2063
H: -1.07 -0.48 1.81  0.5065
H: 3.06 -0.22 1.79  0.2232
H: 1.05 -1.69 1.66  0.2117
H: 1.77 -0.20 -0.31  0.3040
H: 0.94 1.26 3.03  0.6056

Calculated values
Energy, a.u.: -576.61412
Energy relative to the best compared isomer or geometry (same formula, charge and spin), kJ/mol: 634.5
Charge: 0
Molar mass, g/mol: 176.215

***

- Look up the molar mass of the third one.
  176.215 g/mol